# 1
Formula: CH2O
Source: the Open Molecules 2025 dataset
Level of theory: the ωB97M-V functional and the def2-TZVPD basis

CARTESIAN COORDINATES (ANGSTROEM)
1 C -0.006 -0.005 -0.063
2 H 0.672 -0.942 0.042
3 O -1.240 -0.015 -0.019
4 H 0.573 0.962 0.041

Summary:
- Relative energy (zero: lowest compared OMol25 entry of this formula, charge and spin): 0.1755 eV
- Gap between HOMO and LUMO: 10.927 eV
- Total charge: 0
- E_HOMO: -10.345 eV
- SMILES string: C=O
- Max |F|: 3.23 eV/Å

# 2
Formula: C6H16N
Source: the Open Molecules 2025 dataset
Level of theory: the ωB97M-V functional and the def2-TZVPD basis

CARTESIAN COORDINATES (ANGSTROEM)
1 H 1.768 -1.461 1.330
2 H 2.748 -0.853 -0.908
3 N 1.246 -1.141 0.512
4 H 0.341 -0.279 0.771
5 H -1.909 -1.682 1.271
6 H -2.227 0.428 -0.963
7 H 1.129 0.181 3.138
8 C 1.080 0.416 -1.327
9 H -2.867 0.594 0.675
10 H 1.628 0.932 -2.120
11 H -0.858 1.593 1.379
12 H -2.977 -1.804 -0.122
13 H 0.476 -0.387 -1.784
14 C -0.673 0.831 0.538
15 C 2.057 -0.287 -0.354
16 H 2.593 0.490 0.220
17 H -1.192 -1.821 -0.218
18 C -2.023 -1.355 0.265
19 H -0.422 2.016 -1.263
20 C 0.186 1.426 -0.570
21 H 0.585 0.722 3.136
22 C -2.025 0.157 0.107
23 H 0.848 2.187 -0.085

Summary:
- Relative energy (zero: lowest compared OMol25 entry of this formula, charge and spin): 5.4552 eV
- Gap between HOMO and LUMO: 7.411 eV
- Total charge: +1
- E_HOMO: -14.854 eV
- Max |F|: 4.23 eV/Å

# 3
Formula: C6H13NOP
Source: the Open Molecules 2025 dataset
Level of theory: the ωB97M-V functional and the def2-TZVPD basis

CARTESIAN COORDINATES (ANGSTROEM)
1 H 3.698 -1.188 1.143
2 C -0.630 0.416 1.858
3 H -1.072 1.393 2.159
4 H 0.593 1.395 -1.402
5 H 0.388 0.349 2.351
6 C 0.336 -0.999 0.206
7 H -1.405 0.027 -1.816
8 H 0.993 -0.893 -2.351
9 H -2.368 1.336 -0.431
10 H -1.030 -2.056 0.993
11 H 1.558 -2.554 -1.811
12 N 1.618 -0.896 0.541
13 H -0.405 2.398 -0.385
14 C -0.417 0.293 0.311
15 C 2.719 -0.968 0.866
16 H -0.243 -2.188 -2.289
17 H -1.072 -0.589 2.272
18 P -2.131 -0.034 -0.607
19 H 1.046 1.946 0.359
20 O -0.104 -2.072 0.882
21 C 0.266 1.526 -0.388
22 C 0.731 -1.831 -1.870

Summary:
- Relative energy (zero: lowest compared OMol25 entry of this formula, charge and spin): 3.9937 eV
- Gap between HOMO and LUMO: 8.303 eV
- Total charge: +1
- E_HOMO: -13.152 eV
- Max |F|: 5.35 eV/Å

# 4
Formula: C19H11Cl3N4O4Ru
Source: the Open Molecules 2025 dataset
Level of theory: the ωB97M-V functional and the def2-TZVPD basis

CARTESIAN COORDINATES (ANGSTROEM)
1 N -2.190 -0.449 1.214
2 C -4.714 -0.308 2.275
3 C 2.918 2.999 -1.982
4 C 0.071 1.729 4.808
5 C 1.139 0.955 2.824
6 C 1.545 3.223 -1.960
7 O 2.088 -0.985 0.418
8 Cl 0.278 -6.051 0.842
9 C 0.739 2.232 -1.422
10 C -3.223 -0.885 0.512
11 H 2.163 2.011 4.384
12 N 1.247 1.127 -0.909
13 H -3.007 -1.278 -0.476
14 H -2.023 1.303 4.893
15 H 0.092 2.228 5.765
16 C -1.116 1.211 4.318
17 C 1.222 1.610 4.043
18 Cl 0.928 -3.918 2.779
19 H 1.106 4.132 -2.344
20 C 2.983 -0.477 -0.297
21 C -4.520 -0.820 1.002
22 H 2.017 0.817 2.204
23 C -1.129 0.590 3.070
24 C -0.257 -3.449 0.530
25 H 4.492 1.585 -1.490
26 O 4.096 -0.852 -0.573
27 C 3.437 1.812 -1.479
28 Ru -0.145 -0.392 0.133
29 H -3.767 0.539 3.994
30 C -3.623 0.136 3.005
31 N -0.323 -2.544 -0.180
32 O -1.355 3.363 -1.551
33 H -5.348 -1.165 0.404
34 Cl -1.868 -4.588 2.206
35 N 0.001 0.465 2.355
36 O -1.336 1.180 -1.045
37 H 3.585 3.749 -2.380
38 H -5.707 -0.243 2.696
39 C -0.216 -4.485 1.517
40 C 2.547 0.905 -0.927
41 C -2.354 0.075 2.433
42 C -0.836 2.295 -1.342

Summary:
- Relative energy (zero: lowest compared OMol25 entry of this formula, charge and spin): 0.8841 eV
- Multiplicity: 6
- Gap between HOMO and LUMO (spin up / spin down): 8.141 / 6.391 eV
- Total charge: +1
- E_HOMO (spin up / spin down): -12.083 / -12.054 eV
- Max |F|: 3.74 eV/Å

Look up the total charge of the third one. +1

What is the formula in the first record? CH2O